DFT (ωB97M-V/def2-TZVPD) results for a cluster of 2 separate species, C3H10N2 in total at a distorted geometry.

HOMO = -8.8 eV
SMILES = C=N.CNC
orbital gap = 0.3626 Eh
total charge = 0
energy above the lowest of the compared OMol25 structures with the same formula, charge and spin = 192.9 kJ/mol

XYZ file:
```
15
Properties=species:S:1:pos:R:3:forces:R:3
C -2.92533 -1.05016 0.15018 -0.0096 -0.8340 1.0355
N -2.34152 -1.39145 -0.90238 -0.4489 0.3167 -1.3409
H -3.99512 -1.23885 0.23582 -0.1235 0.0369 -0.2515
H -2.49151 -0.77380 1.11760 0.4528 0.5639 -0.3080
H -1.35645 -1.19400 -1.04888 0.1582 -0.0741 0.8726
C 1.77508 -0.57774 0.34756 -0.2711 2.3645 -0.7941
N 1.34499 0.79854 0.72350 -0.4422 -0.2297 0.0751
C 0.69396 1.53985 -0.36007 0.5670 -2.2130 -0.0056
H 2.81376 -0.46585 0.02904 0.3266 -0.9519 0.6268
H 1.49801 -1.21787 1.17246 0.5035 -0.6675 -0.2404
H 1.28824 -0.79015 -0.60562 -0.4192 -0.6313 0.2907
H 2.15772 1.32222 1.00890 0.0255 0.0498 0.1302
H 1.28434 1.43075 -1.27808 -0.0067 0.7603 -0.1834
H 0.52613 2.50793 0.00367 -0.0647 1.6280 -0.0670
H -0.27231 1.10058 -0.59370 -0.2478 -0.1187 0.1600
```
Forces are in eV/Å.

---

DFT (ωB97M-V/def2-TZVPD) results for a structure of composition C12H26N4O3S2Te4Zn.

HOMO = -6.3 eV
orbital gap = 0.2265 Eh
total charge = 0
energy above the lowest of the compared OMol25 structures with the same formula, charge and spin = 0.0 kJ/mol

XYZ file:
```
52
Properties=species:S:1:pos:R:3:forces:R:3
Zn -0.18322 -0.51218 -0.03648 -0.1008 -0.0321 0.1754
Te -0.57410 0.96400 2.16978 0.0515 -0.0141 -0.0352
Te -2.83784 4.53936 -0.42816 0.0122 -0.0018 0.0126
Te 2.34770 4.60304 -0.38670 -0.0124 -0.0529 0.0280
Te 0.60059 1.14930 -1.80574 0.0127 0.1211 -0.0305
C 4.20249 0.78730 -0.07525 -0.0684 -0.0217 -0.0339
S 2.73468 0.56492 0.92133 0.0047 -0.0410 0.0490
C 3.55056 0.41787 2.50961 -0.0291 -0.0107 0.0107
O 2.25378 -0.84529 0.61963 0.0175 0.0183 0.0124
H 4.69405 1.70759 0.23383 -0.0010 0.0337 0.0175
H 3.86167 0.89273 -1.10346 0.0057 -0.0029 -0.0026
H 4.85288 -0.07874 0.04467 -0.0006 0.0006 -0.0060
H 4.02914 1.36650 2.74996 -0.0051 0.0236 -0.0103
H 4.27730 -0.39281 2.47978 0.0031 -0.0127 -0.0143
H 2.76855 0.20612 3.23666 0.0084 0.0062 -0.0021
C -5.34158 0.96545 0.97444 -0.0096 0.0368 0.0070
N -4.11821 0.82815 0.21691 0.0981 0.0618 -0.0297
C -3.42692 -0.31419 0.08415 0.0217 -0.0048 0.1514
N -3.98855 -1.45223 0.58763 -0.0130 0.0280 0.0089
O -2.30876 -0.35247 -0.45068 -0.0125 -0.0611 -0.2772
H -5.58825 2.02313 1.02373 0.0021 -0.0069 -0.0102
H -5.22683 0.59760 1.99648 0.0029 -0.0128 0.0069
H -6.17723 0.45047 0.49352 -0.0041 -0.0069 -0.0031
H -3.63752 1.68154 -0.05561 -0.0642 -0.0634 0.0145
H -4.96972 -1.49434 0.79668 -0.0016 -0.0015 0.0011
H -3.53040 -2.30548 0.31958 0.0085 0.0039 0.0001
C -0.53030 4.21308 -2.37212 0.0032 0.0150 0.0275
N -0.76624 3.91100 -0.94496 -0.0181 0.0112 0.0181
C 0.18503 4.60771 -0.01256 -0.0158 0.0063 -0.0350
C 0.20052 3.70407 1.11491 -0.0763 -0.0392 0.0432
N -0.28246 2.53386 0.82685 0.0253 0.0336 0.0253
C -0.66637 2.46380 -0.57393 0.1157 -0.0538 -0.1102
H -0.70037 5.27756 -2.51335 0.0043 -0.0023 -0.0173
H -1.24045 3.64555 -2.96676 -0.0010 0.0001 -0.0132
H 0.49778 3.96050 -2.62949 0.0029 0.0027 -0.0030
H -0.14111 5.62179 0.17976 -0.0203 -0.0009 0.0024
H 0.51001 3.95549 2.11677 0.0674 0.0281 -0.0204
H -1.63573 1.99655 -0.67389 -0.0524 0.0269 0.0232
O -0.22695 -2.51358 0.02977 0.0849 -0.0326 0.0813
S 0.91803 -3.32412 0.65251 -0.0548 0.0121 -0.0663
C 2.17491 -3.43498 -0.65911 -0.0128 -0.0304 -0.0014
C 1.97839 -4.75105 -1.42141 0.0143 0.0109 0.0131
C 0.55566 -5.23312 -1.14679 -0.0207 0.0078 -0.0007
C 0.35442 -5.00967 0.34497 0.0094 0.0174 0.0014
H 3.15085 -3.31900 -0.19432 0.0135 -0.0030 0.0072
H 1.98903 -2.54276 -1.25440 -0.0097 0.0072 -0.0071
H 2.69064 -5.49531 -1.05944 0.0003 -0.0020 -0.0010
H 2.16578 -4.61153 -2.48515 -0.0031 0.0070 -0.0024
H 0.41257 -6.27797 -1.42110 0.0002 -0.0019 0.0098
H -0.16846 -4.63347 -1.69995 0.0013 -0.0025 -0.0121
H 0.98314 -5.67003 0.94709 0.0199 -0.0006 0.0047
H -0.67259 -5.07167 0.69979 -0.0044 -0.0039 -0.0075
```
Forces are in eV/Å.

---

DFT (ωB97M-V/def2-TZVPD) results for the molecule C9H12O2S at a distorted geometry.

HOMO = -8.4 eV
SMILES = CSCCc1ccc(O)c(O)c1
orbital gap = 0.3340 Eh
total charge = 0
energy above the lowest of the compared OMol25 structures with the same formula, charge and spin = 137.5 kJ/mol

XYZ file:
```
24
Properties=species:S:1:pos:R:3:forces:R:3
C -4.07638 -0.94396 0.20869 -1.7807 -1.4642 0.2781
C -2.21811 1.04315 -0.14924 0.7739 1.5333 -1.7317
C -1.23596 1.23121 1.01466 -0.3189 0.9291 0.6466
C 0.22014 0.96183 0.59263 -0.7741 -1.0397 1.4601
C 1.12310 1.92761 0.04969 -0.7066 -0.4522 -0.1621
C 2.29121 1.41323 -0.47122 1.7298 -0.8617 -1.2620
C 2.59312 0.02944 -0.22837 3.2922 2.4339 -2.3645
C 1.78324 -0.83045 0.35900 -1.6319 -3.8840 1.8103
C 0.55706 -0.41546 0.79106 -0.1378 3.8609 -1.3769
H -3.79799 -0.91631 1.33743 -0.3513 0.2447 -2.0471
H -5.11863 -0.28267 0.00946 2.9986 -1.8673 0.4632
H -4.25132 -2.11373 -0.01279 -0.0894 2.7586 0.4925
H -3.16377 1.58519 0.01468 0.2792 -0.3276 0.1739
H -1.64742 1.69827 -0.89072 -1.1826 -1.1353 0.0411
H -1.58971 0.72170 1.94819 0.7360 0.1199 -0.7396
H -1.35961 2.32199 1.21973 0.1992 -0.6210 0.0868
H 0.96291 3.02675 -0.06416 -0.4568 -1.1935 0.1806
H 2.97185 2.00569 -1.24383 -1.3099 -1.1522 2.1589
H 4.32684 0.14203 -1.01471 0.6893 0.5538 -0.3965
H 2.88762 -2.54084 0.25537 -0.5695 0.9592 0.0280
H -0.22842 -1.03710 1.09863 -0.5387 -1.0607 0.6106
O 3.80013 -0.55473 -0.65356 -1.0708 0.1193 0.3243
O 2.02263 -2.19836 0.56174 0.5310 0.6118 -0.3200
S -2.67492 -0.56787 -0.93276 -0.3101 0.9349 1.6452
```
Forces are in eV/Å.

---

DFT (ωB97M-V/def2-TZVPD) results for a cluster of 3 separate species, C6H11NO in total at a distorted geometry.

HOMO = -7.8 eV
orbital gap = 0.3027 Eh
total charge = 0
energy above the lowest of the compared OMol25 structures with the same formula, charge and spin = 1006.4 kJ/mol

XYZ file:
```
19
Properties=species:S:1:pos:R:3:forces:R:3
C -0.18748 -0.62253 -1.64914 -1.3715 0.6024 -2.5697
C -0.31317 0.56872 -0.75799 -2.8662 -2.5667 1.9220
C -1.39411 0.36464 0.36522 -1.0780 -0.9542 0.3381
C 0.62852 -0.92377 0.93843 -0.3628 1.1720 -0.9282
C 0.88476 0.49102 0.34885 -0.9952 -1.2503 -1.1812
C 0.77321 1.39926 -0.92487 3.3219 0.8725 0.9733
H -1.04369 -1.20989 -1.17725 1.4227 -0.5198 -2.1915
H -0.21434 -0.21642 -2.81249 -0.4546 -1.3286 2.7579
H 0.83122 -1.06194 -1.56054 -0.8254 -0.1625 -0.0018
H -2.50981 0.30348 0.15448 1.4729 -0.1640 -0.4506
H -1.32263 1.02502 1.26589 -0.0228 -0.2683 -1.2569
H -1.53116 -1.77365 1.67451 2.5012 3.2901 -3.4778
H 0.90226 -1.64238 0.26278 1.7324 -2.0847 -1.1900
H 1.17937 -1.10357 1.91588 -1.2644 0.4267 -0.7469
H 1.61865 0.83741 1.92906 -4.8862 2.8775 -1.2297
H 1.43040 0.98568 -1.78666 -0.9580 2.2517 1.2603
H 0.63022 2.32285 -0.30725 1.2730 0.2342 -1.9812
N -0.85942 -1.03338 0.70322 -3.1272 -1.8032 5.4675
O 0.49720 1.28944 1.41788 6.4881 -0.6249 4.4865
```
Forces are in eV/Å.

---

DFT (ωB97M-V/def2-TZVPD) results for a cluster of 7 separate species, C36H66ClN12 in total at a distorted geometry.

HOMO = -15.5 eV
orbital gap = 0.3089 Eh
total charge = +5
energy above the lowest of the compared OMol25 structures with the same formula, charge and spin = 0.0 kJ/mol

XYZ file:
```
115
Properties=species:S:1:pos:R:3:forces:R:3
C 1.70835 -8.29367 12.85436 1.1842 -0.4707 -0.0591
C 0.63925 -8.30502 11.85133 -1.7266 1.3751 -1.2383
N 0.13500 -6.86436 11.46291 0.5962 -1.3108 1.7373
C 0.08521 -5.83219 12.37818 0.8963 0.9781 0.2528
C -0.27159 -4.74207 11.64310 0.0909 1.8622 1.6605
N -0.45674 -5.06238 10.33690 -0.0749 -3.1685 1.7583
C -0.31161 -6.42879 10.31018 0.1166 1.0595 -0.9327
C -0.79075 -4.20402 9.25888 -0.0116 1.6406 -0.1938
H 2.58209 -7.80250 12.42910 0.2033 0.1674 0.6011
H 1.97341 -9.33657 13.05809 0.0708 0.0451 -0.2825
H 1.38013 -7.95364 13.82150 0.0720 0.6617 0.2327
H -0.23083 -8.70585 12.30370 -0.9451 -0.8619 0.0348
H 0.88974 -8.80393 10.91316 -0.0687 0.1255 0.1815
H 0.45700 -5.79715 13.44411 -0.6196 -0.5590 -1.6349
H -0.40493 -3.73026 12.05889 0.1931 -0.6018 -0.6541
H -0.69137 -7.06076 9.53602 0.4748 -0.1509 -0.5852
H -0.53608 -3.17439 9.55013 0.0301 -0.3754 -0.0403
H -1.84321 -4.19333 9.05549 -0.5575 -0.2764 -0.2587
H -0.19855 -4.44357 8.39560 0.0661 -0.2192 -0.4231
C -1.80957 -4.58530 -4.66963 1.0384 0.3382 0.1182
C -0.27644 -4.62203 -4.31752 -0.8362 -0.1376 0.8404
N 0.49158 -5.76638 -4.82686 0.6740 -0.0839 -0.8952
C 0.99528 -5.83110 -6.15816 -1.2744 0.3462 1.5403
C 1.55375 -7.03955 -6.24333 0.9656 -0.8261 0.6679
N 1.47793 -7.67495 -5.01192 0.2894 0.3436 0.5890
C 0.86750 -6.87573 -4.12298 -0.7810 1.5965 -3.6805
C 2.14463 -8.94602 -4.69407 -0.5355 -0.4390 -0.4939
H -2.31841 -5.48971 -4.32045 0.1944 0.0617 -0.2224
H -1.98791 -4.41942 -5.74629 0.0360 -0.1280 0.5302
H -2.21681 -3.74163 -4.08155 0.1210 -0.2828 -0.4378
H -0.21361 -4.73603 -3.22145 0.0758 0.4391 -0.3892
H 0.25839 -3.70881 -4.62773 -0.3710 -0.3709 0.1820
H 0.87129 -5.04295 -6.91310 -0.0041 -0.4683 0.7156
H 2.16205 -7.47681 -6.99772 0.0340 -0.2582 -0.5833
H 0.47829 -7.05696 -3.16082 0.1457 -0.4942 0.9668
H 1.74452 -9.28341 -3.74239 0.1704 -0.1233 0.0296
H 3.22917 -8.82836 -4.64943 -0.2101 0.0713 -0.0022
H 1.86459 -9.67734 -5.47583 0.2629 0.3555 0.4726
C -6.78484 -0.64322 -3.84376 0.9873 -1.1145 -0.3977
C -5.95293 -1.80527 -3.19767 -1.9602 0.4434 -0.2080
N -6.35312 -1.94409 -1.79395 -0.8184 0.5797 0.2663
C -6.62536 -3.03997 -1.07410 0.0593 -2.7222 0.2529
C -7.04686 -2.69001 0.17111 -0.7195 -0.4612 -0.2346
N -7.13446 -1.31408 0.12648 0.3905 -0.1988 0.9794
C -6.65748 -0.91118 -1.02708 0.2364 0.8274 -0.8604
C -7.74617 -0.45739 1.11835 -0.2378 -0.1082 1.9945
H -6.23941 -0.40142 -4.75702 -0.3742 0.1551 -0.1086
H -6.86025 0.24812 -3.25235 0.3625 0.4121 0.2608
H -7.80907 -0.92653 -4.06373 -0.0060 -0.3146 -0.1672
H -4.92122 -1.57637 -3.11500 1.1972 0.0942 -0.5740
H -6.19834 -2.75159 -3.72748 0.4875 0.5919 0.4887
H -6.57460 -4.04333 -1.50966 0.2201 0.5697 0.3113
H -7.39161 -3.33145 0.99863 0.2307 0.7552 -0.6097
H -6.52557 0.08973 -1.37543 -0.1193 0.3416 0.4007
H -7.32046 0.53908 1.13587 -0.0663 0.1524 -0.5963
H -7.53111 -0.81408 2.15864 -0.1545 -0.1462 -1.0303
H -8.83903 -0.44475 1.00519 0.4174 0.1329 -0.1415
C 10.86442 3.96873 4.73750 -0.9074 -0.2529 0.0394
C 11.04336 4.75792 3.44039 1.2624 -0.9927 0.4214
N 10.94480 3.90745 2.25365 -2.4214 -0.8245 -2.0277
C 11.83670 3.10156 1.55453 0.2264 1.4010 0.8239
C 11.20119 2.48168 0.55738 -2.0443 0.2718 -0.1733
N 9.83707 2.82814 0.68183 0.3038 0.8080 -0.1588
C 9.71998 3.73705 1.64739 0.9021 0.1518 1.3485
C 8.75121 2.55710 -0.26467 -0.1830 -0.0886 -0.7019
H 11.80981 3.76675 5.16677 0.8867 -0.4157 0.6107
H 10.29628 3.00171 4.64620 0.5315 1.0050 -0.2382
H 10.29983 4.60915 5.42654 0.2443 -0.2349 -0.0040
H 11.96859 5.36414 3.39670 -0.5051 -0.4507 0.0690
H 10.21189 5.38572 3.39256 -1.1110 1.3631 -0.4843
H 12.87576 3.21125 1.72292 0.7447 -0.2613 0.2695
H 11.53451 1.99504 -0.32844 0.3058 -0.5896 -0.0769
H 8.78383 4.27585 1.95602 1.2082 -0.8386 -0.4031
H 7.77452 2.47279 0.21224 0.3539 -0.4418 0.4434
H 8.97098 1.67935 -0.88587 -0.0250 0.1835 0.5003
H 8.60915 3.39608 -0.93420 0.4211 0.2681 -0.2417
C -4.66779 10.62073 -6.60742 0.2132 -0.6144 1.4675
C -4.38162 10.10997 -7.97092 -0.1520 0.3568 -1.3031
N -4.21852 8.65819 -8.04838 -0.1323 0.4292 1.0551
C -4.83896 7.72649 -7.26714 1.7395 -1.5775 -1.7241
C -4.27340 6.53076 -7.63146 0.0273 -1.4695 0.6386
N -3.29094 6.76587 -8.58776 -1.5962 0.9202 0.8141
C -3.33269 8.07967 -8.80141 0.6770 -0.8974 -0.9242
C -2.47487 5.76675 -9.27987 0.3901 0.2660 1.4790
H -5.63469 10.36281 -6.22128 -0.6677 -0.5782 -0.0247
H -4.73057 11.67624 -6.61418 0.3387 1.2302 -0.2074
H -3.94658 10.31913 -5.82403 -0.0624 0.1419 -0.6139
H -3.45219 10.54623 -8.37040 -0.4346 -0.1298 0.0885
H -5.20588 10.32103 -8.66398 0.2210 0.3820 0.1744
H -5.61151 7.98482 -6.63852 -1.3490 0.2843 1.3619
H -4.43128 5.48398 -7.27825 -0.0190 1.3117 -0.2957
H -2.84740 8.57401 -9.59045 0.9284 0.5509 -0.6165
H -2.86241 5.60772 -10.26438 -0.4727 -0.7406 -0.3246
H -2.43017 4.91424 -8.55158 0.0620 0.4648 -1.3488
H -1.49359 6.21156 -9.41451 0.2384 -0.2133 0.1820
C 0.56231 5.27619 0.80813 0.6859 -0.7177 0.6743
C 0.72001 4.06468 1.80151 -0.7152 -0.5056 0.3010
N 0.01526 2.82716 1.24352 1.0853 1.3672 0.0468
C -1.28553 2.78524 0.82103 -1.4530 3.7487 0.2037
C -1.66867 1.54615 0.56157 3.5204 -0.2482 0.9885
N -0.48808 0.82019 0.84258 -2.2893 -3.5934 -1.3983
C 0.49863 1.58315 1.18108 0.9997 0.4235 0.8396
C -0.56263 -0.70135 0.80962 0.8297 0.8030 1.7161
H -0.49006 5.56562 0.75456 0.2777 0.0937 -0.1211
H 0.94168 4.95807 -0.16910 -0.3534 -0.0229 0.0534
H 1.18692 6.15926 1.06419 -0.5494 -0.6721 0.3292
H 0.20649 4.19211 2.82214 1.0370 0.2520 -1.5164
H 1.77600 3.72868 1.94528 -0.8467 0.5441 -0.0449
H -1.88948 3.73170 0.72331 0.9154 -1.3110 0.2069
H -2.48963 1.15173 0.08211 -1.6572 -1.1816 -0.7228
H 1.52603 1.22043 1.38701 -1.0094 0.5550 0.0162
H 0.46704 -1.14871 0.93496 -1.1864 0.6208 -0.0354
H -1.02547 -0.98301 -0.11610 -0.2706 -0.1695 -0.5013
H -1.24801 -0.95107 1.67478 0.9730 -0.0342 -1.0331
Cl -2.88048 -0.82914 -1.58316 -0.2552 0.0194 -0.0272
```
Forces are in eV/Å.

---

Q: Which value of total charge does entry 2 give?
A: 0